Entry 1:
DFT (ωB97M-V/def2-TZVPD) results for a 3-piece molecular cluster, C3H3NO2S overall.

```
10
C3H3NO2S (ωB97M-V/def2-TZVPD)
C 3.00 -0.55 -0.27
C -1.46 2.07 -0.01
C -1.08 -2.15 0.50
N 4.14 -0.75 -0.40
O -1.92 -2.92 0.35
O -0.20 -1.40 0.57
S -1.40 1.36 -1.43
H 1.99 -0.34 -0.08
H -0.72 2.85 0.20
H -2.35 1.81 0.57
```

- LUMO level (Ha) = -0.026
- HOMO (eV) = -9.22
- frontier orbital gap (eV) = 8.5
- charge = 0

=====

Entry 2:
DFT (ωB97M-V/def2-TZVPD) results for a single C3H3NO2S molecule.

```
10
C3H3NO2S (ωB97M-V/def2-TZVPD)
C 2.26 0.34 -0.17
C -1.35 -0.95 0.12
C -1.65 0.58 0.32
H 2.89 -0.59 -0.63
H 2.65 1.34 -0.34
H -1.23 1.19 1.09
N 1.01 0.26 0.06
O -2.31 -1.60 -0.17
O -2.68 0.83 -0.33
S 0.42 -1.42 0.04
```

- LUMO level (Ha) = -0.013
- HOMO (eV) = -9.84
- frontier orbital gap (eV) = 9.5
- charge = 0

=====

Entry 3:
DFT (ωB97M-V/def2-TZVPD) results for a single C3H3NO2S molecule.

```
10
C3H3NO2S (ωB97M-V/def2-TZVPD)
C 1.01 -0.21 -0.65
C -1.05 -1.73 0.03
C 0.13 0.42 0.31
N -1.01 -0.53 0.47
O -1.44 -2.75 -0.39
O 1.84 2.12 -0.70
S 2.06 0.81 -1.42
H 0.73 0.66 1.26
H -0.47 1.29 0.12
H -1.80 -0.08 0.97
```

- LUMO level (spin up / spin down) (Ha) = -0.042 / -0.042
- HOMO (spin up / spin down) (eV) = -8.17 / -8.17
- frontier orbital gap (spin up / spin down) (eV) = 7.0 / 7.0
- charge = 0

=====

Entry 4:
DFT (ωB97M-V/def2-TZVPD) results for a single C3H3NO2S2 molecule.

```
11
C3H3NO2S2 (ωB97M-V/def2-TZVPD)
C -0.95 0.36 0.28
C 0.32 -0.14 -0.04
C 1.59 0.52 0.18
H -2.89 0.17 -0.07
H -2.10 -0.64 -1.14
H 1.93 -1.65 0.10
N -2.06 0.27 -0.56
O -1.00 0.81 1.46
O 0.50 -1.31 -0.29
S 2.92 -0.52 0.32
S 1.76 2.12 -0.23
```

- LUMO level (Ha) = -0.064
- HOMO (eV) = -9.03
- frontier orbital gap (eV) = 7.3
- charge = 0

=====

Entry 5:
DFT (ωB97M-V/def2-TZVPD) results for a single C3H3NO3 molecule.

```
10
C3H3NO3 (ωB97M-V/def2-TZVPD)
N 1.48 0.55 -0.12
C 0.28 0.31 -0.41
O -0.46 -0.82 -0.12
C -0.38 -1.38 1.12
O 0.29 -0.98 2.03
C -0.51 1.34 -1.17
O -1.65 1.18 -1.51
H 1.91 -0.20 0.42
H -1.04 -2.26 1.14
H 0.07 2.26 -1.37
```

- LUMO level (Ha) = -0.015
- HOMO (eV) = -10.66
- frontier orbital gap (eV) = 10.3
- charge = 0

=====

Entry 6:
DFT (ωB97M-V/def2-TZVPD) results for C3H3NO3 as an isolated structure.

```
10
C3H3NO3 (ωB97M-V/def2-TZVPD)
C 2.19 0.04 0.07
C -0.25 0.10 -0.04
C -1.69 0.18 -0.06
N 1.71 -1.10 0.25
O 3.09 0.74 -0.11
O 0.57 0.99 -0.11
O 0.32 -1.20 0.14
H -2.10 0.98 0.48
H -1.89 -0.79 0.43
H -1.96 0.05 -1.05
```

- LUMO level (Ha) = 0.019
- HOMO (eV) = -9.70
- frontier orbital gap (eV) = 10.2
- charge = 0

=====

Entry 7:
DFT (ωB97M-V/def2-TZVPD) results for a single C3H3NO3 molecule.

```
10
C3H3NO3 (ωB97M-V/def2-TZVPD)
C 0.90 -1.24 0.13
C 0.85 1.03 -0.02
C -1.06 -0.31 0.00
N 1.56 -0.08 -0.04
O 2.82 -0.10 -0.02
O -0.54 0.91 -0.06
O -2.33 -0.52 -0.07
H 0.70 -2.03 -0.59
H 1.25 2.00 0.02
H -2.97 0.13 0.15
```

- LUMO level (Ha) = -0.003
- HOMO (eV) = -8.23
- frontier orbital gap (eV) = 8.1
- charge = 0

=====

Entry 8:
DFT (ωB97M-V/def2-TZVPD) results for a 2-piece molecular cluster, C3H3NO3S3 overall.

```
13
C3H3NO3S3 (ωB97M-V/def2-TZVPD)
C -0.01 -0.10 -0.01
C -1.22 -0.46 -0.12
C 1.23 0.64 -0.17
N -3.05 0.53 -0.65
O -3.47 0.25 -1.72
O -3.42 1.18 0.24
O -0.28 -2.09 1.81
S 2.22 0.03 -1.63
S 2.21 0.42 1.46
S -0.25 -1.99 0.36
H 1.11 1.69 -0.53
H 3.32 0.64 -1.16
H 1.60 -0.75 2.13
```

- LUMO level (spin up / spin down) (Ha) = -0.073 / -0.073
- HOMO (spin up / spin down) (eV) = -9.08 / -9.08
- frontier orbital gap (spin up / spin down) (eV) = 7.1 / 7.1
- charge = 0

=====

Entry 9:
DFT (ωB97M-V/def2-TZVPD) results for C3H3NO4 as an isolated structure.

```
11
C3H3NO4 (ωB97M-V/def2-TZVPD)
C -0.50 -0.31 -1.04
C 0.55 -0.55 0.71
C -0.13 0.67 0.70
H -0.87 -1.17 -2.72
H 0.71 -2.34 1.52
H -0.04 2.59 0.89
N 0.26 -1.13 -0.46
O -0.90 -0.31 -2.35
O 1.51 -1.05 1.39
O 0.10 1.77 1.53
O -0.85 0.83 -0.41
```

- LUMO level (Ha) = -0.035
- HOMO (eV) = -7.84
- frontier orbital gap (eV) = 6.9
- charge = 0

=====

Entry 10:
DFT (ωB97M-V/def2-TZVPD) results for a 2-piece molecular cluster, C3H3NO4 overall.

```
11
C3H3NO4 (ωB97M-V/def2-TZVPD)
C 0.82 -0.56 -0.08
C -1.43 -0.10 0.05
C 0.50 0.73 -0.08
H 2.78 -1.71 -0.68
H 2.17 -1.67 1.08
H 2.29 1.08 0.59
N 1.96 -1.35 0.17
O -0.55 -1.18 -0.29
O -2.62 -0.24 0.09
O -0.79 1.03 0.14
O 1.42 1.80 -0.14
```

- LUMO level (Ha) = -0.020
- HOMO (eV) = -9.18
- frontier orbital gap (eV) = 8.6
- charge = 0

=====

Entry 11:
DFT (ωB97M-V/def2-TZVPD) results for a 2-piece molecular cluster, C3H3NOS overall.

```
9
C3H3NOS (ωB97M-V/def2-TZVPD)
C -1.56 0.11 0.28
C 0.33 -1.42 -0.32
C -0.37 -0.50 0.64
N -2.62 0.36 -0.12
O 1.09 -2.24 0.12
S 1.20 1.43 0.16
H 0.32 -1.42 -1.46
H -0.19 -0.77 1.74
H 0.80 1.45 -1.12
```

- LUMO level (Ha) = -0.095
- HOMO (eV) = -10.24
- frontier orbital gap (eV) = 7.7
- charge = 0

=====

Entry 12:
DFT (ωB97M-V/def2-TZVPD) results for a single C3H3NOS molecule.

```
9
C3H3NOS (ωB97M-V/def2-TZVPD)
C 1.41 -0.19 -0.41
C 2.89 -0.41 -0.05
C 0.09 -0.35 0.32
N 0.05 -0.03 -1.14
O 3.65 -1.31 0.07
S 2.63 1.26 0.02
H -0.10 -1.49 0.47
H -0.18 0.35 0.96
H -0.37 0.86 -1.50
```

- LUMO level (Ha) = 0.014
- HOMO (eV) = -9.21
- frontier orbital gap (eV) = 9.6
- charge = 0

=====

Entry 13:
DFT (ωB97M-V/def2-TZVPD) results for a single C3H3NOS molecule.

```
9
C3H3NOS (ωB97M-V/def2-TZVPD)
C -0.48 1.01 -0.26
C -0.08 -0.17 0.68
C 0.59 -1.04 -0.24
H -0.99 -0.56 1.20
H 0.61 0.22 1.48
H 1.01 -1.97 -0.01
N 0.63 -0.59 -1.44
O -0.01 0.64 -1.49
S -1.28 2.46 0.06
```

- LUMO level (Ha) = -0.008
- HOMO (eV) = -9.06
- frontier orbital gap (eV) = 8.8
- charge = 0

=====

Entry 14:
DFT (ωB97M-V/def2-TZVPD) results for a 2-piece molecular cluster, C3H3NOS2 overall.

```
10
C3H3NOS2 (ωB97M-V/def2-TZVPD)
C 0.60 0.87 -0.73
C 1.42 -0.06 -0.24
C -1.02 -0.42 0.29
N -0.74 0.63 -0.42
O 0.82 -1.63 1.87
S -3.43 -0.89 1.09
S 0.47 -1.44 0.47
H 0.85 1.77 -1.27
H 2.49 -0.11 -0.34
H -1.47 1.28 -0.71
```

- LUMO level (spin up / spin down) (Ha) = -0.052 / -0.052
- HOMO (spin up / spin down) (eV) = -8.36 / -8.35
- frontier orbital gap (spin up / spin down) (eV) = 6.9 / 6.9
- charge = 0

=====

Entry 15:
DFT (ωB97M-V/def2-TZVPD) results for a single C3H3NOS2 molecule.

```
10
C3H3NOS2 (ωB97M-V/def2-TZVPD)
C -1.39 0.00 -0.06
C 0.71 -1.15 0.07
C 0.66 1.32 -0.01
H -1.74 0.96 0.06
H 0.06 -1.98 0.32
H 1.68 1.14 0.33
N 0.01 0.04 -0.01
O 0.04 2.29 -0.28
S -2.34 -1.29 -0.19
S 2.32 -1.33 -0.22
```

- LUMO level (Ha) = -0.044
- HOMO (eV) = -9.26
- frontier orbital gap (eV) = 8.1
- charge = 0

=====

Entry 16:
DFT (ωB97M-V/def2-TZVPD) results for a single C3H3NOS2 molecule.

```
10
C3H3NOS2 (ωB97M-V/def2-TZVPD)
C 1.81 -1.48 -0.05
C -0.43 1.02 -0.01
C -1.93 0.92 0.00
H 1.07 -2.29 -0.11
H 2.90 -1.69 -0.06
H -2.49 1.86 -0.01
N 1.50 -0.25 0.11
O 0.09 -0.20 0.08
S 0.27 2.54 0.01
S -2.79 -0.43 0.03
```

- LUMO level (Ha) = -0.058
- HOMO (eV) = -9.01
- frontier orbital gap (eV) = 7.4
- charge = 0

=====

Entry 17:
DFT (ωB97M-V/def2-TZVPD) results for a single C3H3NOS2 molecule.

```
10
C3H3NOS2 (ωB97M-V/def2-TZVPD)
C 1.20 -0.56 0.05
C -0.01 -1.27 0.60
C -0.67 1.57 0.17
H 0.04 -2.35 0.46
H -0.17 -1.11 1.69
H -0.88 2.60 0.39
N -1.67 0.80 0.01
O 2.22 -1.11 -0.26
S -1.55 -0.86 -0.28
S 1.04 1.22 -0.06
```

- LUMO level (Ha) = 0.005
- HOMO (eV) = -9.07
- frontier orbital gap (eV) = 9.2
- charge = 0

=====

Entry 18:
DFT (ωB97M-V/def2-TZVPD) results for a single C3H3NOS3 molecule.

```
11
C3H3NOS3 (ωB97M-V/def2-TZVPD)
C 0.17 1.35 -0.96
C 0.40 -0.41 0.70
C -0.04 0.68 1.73
H 0.90 -1.97 -1.05
H 0.25 2.05 -0.06
H 0.53 0.34 2.81
N 0.13 -0.06 -0.59
O -0.02 1.71 -2.14
S 0.10 -1.17 -2.03
S 0.85 -1.99 1.03
S -1.31 1.70 1.67
```

- LUMO level (Ha) = -0.083
- HOMO (eV) = -9.40
- frontier orbital gap (eV) = 7.2
- charge = 0

=====

Entry 19:
DFT (ωB97M-V/def2-TZVPD) results for a single C3H3NS molecule.

```
8
C3H3NS (ωB97M-V/def2-TZVPD)
C 1.03 1.26 -1.37
C 0.43 0.49 -0.64
C -0.29 -0.54 0.01
N -0.46 -0.53 1.38
S -1.08 -1.60 -0.93
H 1.69 2.01 -1.85
H -0.21 0.23 1.97
H -1.11 -1.33 1.43
```

- LUMO level (Ha) = -0.007
- HOMO (eV) = -8.74
- frontier orbital gap (eV) = 8.5
- charge = 0

=====

Entry 20:
DFT (ωB97M-V/def2-TZVPD) results for a single C3H3NS molecule.

```
8
C3H3NS (ωB97M-V/def2-TZVPD)
C -1.45 -0.26 -1.71
C -0.76 -0.44 -0.74
C 0.18 -0.29 0.88
N 1.04 0.72 0.78
S -0.07 -1.49 1.89
H -1.85 -0.40 -2.65
H 1.46 1.06 -0.04
H 1.46 1.10 1.60
```

- LUMO level (Ha) = 0.007
- HOMO (eV) = -9.03
- frontier orbital gap (eV) = 9.2
- charge = 0

=====

Number 1: largest force on an atom 4.0 eV Å⁻¹. Number 2: largest force on an atom 5.4 eV Å⁻¹. Number 3: largest force on an atom 3.2 eV Å⁻¹. Number 4: largest force on an atom 6.7 eV Å⁻¹. Number 5: largest force on an atom 0.6 eV Å⁻¹. Number 6: largest force on an atom 3.7 eV Å⁻¹. Number 7: largest force on an atom 5.5 eV Å⁻¹. Number 8: largest force on an atom 3.5 eV Å⁻¹. Number 9: largest force on an atom 6.3 eV Å⁻¹. Number 10: largest force on an atom 6.6 eV Å⁻¹. Number 11: largest force on an atom 3.6 eV Å⁻¹. Number 12: largest force on an atom 7.2 eV Å⁻¹. Number 13: largest force on an atom 2.9 eV Å⁻¹. Number 14: largest force on an atom 3.1 eV Å⁻¹. Number 15: largest force on an atom 2.1 eV Å⁻¹. Number 16: largest force on an atom 1.9 eV Å⁻¹. Number 17: largest force on an atom 1.6 eV Å⁻¹. Number 18: largest force on an atom 4.2 eV Å⁻¹. Number 19: largest force on an atom 3.6 eV Å⁻¹. Number 20: largest force on an atom 5.4 eV Å⁻¹.